*w*
The following is a quantum chemistry calculation of C6H14O in the gas phase, from OMol25.

The geometry in XYZ format:
```
21
Properties=species:S:1:pos:R:3
C -1.1834 -1.2237 -1.0750
C -1.8745 -0.4117 0.0264
C -1.3917 1.0334 0.2247
C 0.0047 1.2422 0.8267
C 1.1766 0.8731 -0.0811
O 1.6100 -0.4460 0.1779
C 2.5563 -0.8905 -0.7597
H -1.6935 -2.1812 -1.2217
H -0.1398 -1.4350 -0.8190
H -1.2073 -0.6897 -2.0331
H -2.9518 -0.3687 -0.1898
H -1.7752 -0.9429 0.9818
H -1.4464 1.5801 -0.7301
H -2.1033 1.5296 0.8968
H 0.1026 0.6956 1.7743
H 0.1057 2.3082 1.0707
H 0.8745 0.9801 -1.1395
H 2.0231 1.5563 0.0849
H 2.1544 -0.8683 -1.7888
H 2.8141 -1.9182 -0.4918
H 3.4687 -0.2757 -0.7283
```

Output
total charge: 0
SMILES: CCCCCOC
frontier orbital gap: 0.4022 Eh

*x*
The following is a quantum chemistry calculation of C6H14O in the gas phase, from OMol25.

The geometry in XYZ format:
```
21
Properties=species:S:1:pos:R:3
C -3.4076 0.0341 -0.7629
C -2.2572 -0.3299 0.1717
C -0.8993 -0.1183 -0.4858
C 0.2851 -0.3933 0.4279
C 1.5866 -0.1244 -0.3241
O 2.6040 0.1806 0.5795
C 3.6816 0.6805 -0.1515
H -4.3807 -0.1157 -0.2837
H -3.3795 -0.5779 -1.6730
H -3.3406 1.0853 -1.0706
H -2.3116 0.2743 1.0886
H -2.3448 -1.3790 0.4874
H -0.8168 -0.7618 -1.3752
H -0.8157 0.9183 -0.8416
H 0.2270 -1.4229 0.8194
H 0.2607 0.2583 1.3111
H 1.8806 -0.9790 -0.9559
H 1.5926 0.7641 -1.0529
H 4.2065 -0.1081 -0.7114
H 4.3704 1.1529 0.5550
H 3.2370 1.3677 -0.9359
```

Output
total charge: 0
SMILES: CCCCCOC
frontier orbital gap: 0.4011 Eh

*y*
The following is a quantum chemistry calculation of C6H14O in the gas phase, from OMol25.

The geometry in XYZ format:
```
21
Properties=species:S:1:pos:R:3
C -3.4436 -0.1180 -0.5228
C -2.2710 -0.3200 0.4317
C -0.9284 -0.1072 -0.2592
C 0.2757 -0.2868 0.6750
C 1.5603 -0.0474 -0.0898
O 2.6494 0.1358 0.7864
C 3.8033 0.5576 0.1049
H -4.4068 -0.2693 -0.0248
H -3.3836 -0.8183 -1.3645
H -3.4349 0.8972 -0.9373
H -2.3570 0.3705 1.2822
H -2.2976 -1.3317 0.8542
H -0.8444 -0.8013 -1.1096
H -0.9264 0.9013 -0.7079
H 0.2936 -1.2926 1.1230
H 0.2358 0.4664 1.4747
H 1.7486 -0.8845 -0.7911
H 1.4050 0.8859 -0.6830
H 4.2184 -0.2515 -0.5191
H 4.5467 0.9002 0.8320
H 3.5569 1.4136 -0.5549
```

Output
total charge: 0
SMILES: CCCCCOC
frontier orbital gap: 0.4024 Eh

Which is most stable, and by how much? *y*, by 8.2 kJ/mol.

*w*
The following is a quantum chemistry calculation of C6H14O as an isolated structure, from OMol25.

The geometry in XYZ format:
```
21
Properties=species:S:1:pos:R:3
C 2.3556 -0.0728 0.0200
C 1.3338 0.6984 0.8673
C 0.1185 -0.1972 1.1994
C -0.9397 -0.1755 0.1353
C -1.5184 1.0968 -0.1510
C -1.7327 -1.4233 -0.1781
H 1.8728 -0.9092 -0.5056
H 2.6441 0.4795 -0.8722
H 3.1276 -0.5716 0.6056
H 0.9541 1.5286 0.2720
H 1.8996 1.1183 1.6980
H -0.3852 -0.0918 2.1686
H 0.5190 -1.2144 1.2629
H -2.4353 1.1968 -0.7175
H -1.6284 1.6392 0.7872
H -1.2504 -2.1848 -0.7882
H -2.6228 -1.0459 -0.6769
H -2.0699 -1.9083 0.7357
H -0.6409 0.5413 -0.9246
H 0.0889 0.7127 -2.9356
O 0.3097 0.7832 -2.0021
```

Output
total charge: 0
frontier orbital gap: 0.2961 Eh

*x*
The following is a quantum chemistry calculation of a 2-piece molecular cluster, C6H14O overall, from OMol25.

The geometry in XYZ format:
```
21
Properties=species:S:1:pos:R:3
C 0.2058 -1.7423 0.1470
C 0.0282 -0.4360 0.3052
C -0.3220 -2.7636 1.1361
C 0.9174 -2.4122 -1.0483
C -0.7201 1.7896 -0.6270
C 0.4156 0.8194 -0.5727
H -0.3829 -0.1549 1.2838
H 0.5170 -3.3785 1.5030
H -1.0184 -3.4141 0.5808
H -0.8535 -2.3395 2.0046
H 0.1746 -3.1127 -1.4658
H 1.7743 -2.9935 -0.6682
H 1.2716 -1.7515 -1.8573
H -1.6435 1.3316 -1.0196
H -0.5063 2.7031 -1.2070
H -0.8879 2.0726 0.4258
H 0.5052 0.5295 -1.6373
H 1.4037 1.1925 -0.2412
O -0.1904 5.0567 0.8696
H -1.0958 4.7045 1.0262
H 0.4072 4.2991 1.0624
```

Output
total charge: 0
SMILES: CCC=C(C)C.O
frontier orbital gap: 0.3667 Eh

*y*
The following is a quantum chemistry calculation of C6H14O in the gas phase, from OMol25.

The geometry in XYZ format:
```
21
Properties=species:S:1:pos:R:3
C -3.6710 0.2686 0.2589
C -2.4042 -0.5221 -0.0552
C -1.1619 0.3507 -0.0053
O -0.0220 -0.4701 -0.0741
C 1.1786 0.2632 -0.0565
C 2.3464 -0.7078 -0.0589
C 3.6945 0.0053 -0.1274
H -3.7460 1.1679 -0.3632
H -4.5695 -0.3304 0.0838
H -3.6821 0.5892 1.3059
H -2.2778 -1.3420 0.6620
H -2.4741 -0.9809 -1.0471
H -1.1472 0.9390 0.9285
H -1.1681 1.0729 -0.8409
H 1.2192 0.9102 0.8386
H 1.2322 0.9275 -0.9377
H 2.2287 -1.3829 -0.9145
H 2.2875 -1.3279 0.8435
H 3.8579 0.6408 0.7508
H 3.7606 0.6429 -1.0171
H 4.5182 -0.7142 -0.1743
```

Output
total charge: 0
SMILES: CCCOCCC
frontier orbital gap: 0.4023 Eh

Which is most stable, and by how much? *y*, by 54.5 kJ/mol.